# 1
13
Properties=species:S:1:pos:R:3:forces:R:3 method="wB97M-V/def2-TZVPD" relative_energy_kcal_mol=80.8 total_charge=+1 e_homo_ev=-12.50 energy_ha=-1040.0834 homo_lumo_gap_ev=8.371 lumo_ev=-4.13
C 1.49870 0.17924 -0.30413 0.6 2.0 -0.9
C -2.06901 0.08983 -0.25414 2.8 -2.0 -0.5
N 2.44037 0.62739 0.54601 0.0 0.5 -2.5
N -0.49571 -1.16785 -0.40240 -4.3 -0.1 -0.1
N 0.49980 -0.51842 0.16204 2.0 0.7 -0.4
S -1.73096 1.53288 -0.69276 0.1 0.8 -0.1
S -3.21925 -0.95782 0.32457 -0.3 0.3 0.1
H 1.48503 0.55911 -1.33195 0.2 -0.7 0.2
H 3.30958 1.15547 0.45941 -0.8 -0.2 -1.0
H 2.31077 0.30912 1.42463 -0.1 -1.1 3.6
H -0.54071 -1.36040 -1.41381 1.1 0.7 0.6
H 0.52229 -0.57415 1.15794 -0.4 -0.6 0.9
H -4.01090 0.12559 0.32460 -0.8 -0.3 0.3



# 2
14
Properties=species:S:1:pos:R:3:forces:R:3 method="wB97M-V/def2-TZVPD" total_charge=+1 e_homo_ev="-12.52 / -12.52" energy_ha=-1438.2643 homo_lumo_gap_ev="7.247 / 7.249" lumo_ev="-5.27 / -5.27"
C -1.04405 0.25078 -0.73426 -1.5 -0.6 -0.6
C 2.44963 -0.69941 1.30792 -0.9 1.4 0.8
N -1.69837 0.01460 -1.93262 1.6 1.8 1.8
N -0.24644 1.26153 -0.69244 -1.1 -1.7 -1.0
N 0.21553 1.67046 0.49640 -0.4 -1.8 3.3
S -1.56251 -0.95831 0.55952 0.9 0.9 0.1
S 1.88017 0.66703 1.74027 1.6 -1.5 -0.5
S 2.56335 -2.10410 0.49470 1.6 -1.4 0.2
H -1.10598 0.42589 -2.61554 -0.2 0.2 -1.4
H -2.05983 -0.87602 -2.08148 -0.4 -1.6 -0.4
H 0.16092 2.64337 0.52020 0.5 2.2 0.0
H -0.34133 1.33906 1.34025 0.0 0.4 -1.4
H -2.88948 -0.79538 0.45879 0.0 0.2 -0.2
H 3.67839 -2.83950 1.13832 -1.7 1.5 -0.6



# 3
12
Properties=species:S:1:pos:R:3:forces:R:3 method="wB97M-V/def2-TZVPD" relative_energy_kcal_mol=126.9 total_charge=0 e_homo_ev="-8.32 / -6.95" energy_ha=-298.6467 homo_lumo_gap_ev="9.202 / 6.854" lumo_ev="0.88 / -0.10"
C -1.45408 -0.43811 -0.05899 -0.7 1.8 -2.1
C -0.42398 0.41923 -0.84866 -1.4 2.1 -2.4
N -1.10701 -1.36173 0.62757 0.4 -1.7 1.5
N 0.93087 -0.08802 -0.92386 -0.8 0.2 0.7
N 1.31149 -0.57710 0.28505 0.4 -3.0 -0.5
N 1.33957 0.15494 1.37069 -0.3 1.8 2.1
H -2.51267 -0.08770 -0.33304 1.0 -0.5 0.7
H -0.92410 0.67208 -1.88847 1.4 -0.8 1.7
H -0.39866 1.42373 -0.39211 -0.1 -0.4 0.1
H 1.05967 -0.87086 -1.58180 -0.3 0.6 0.6
H 0.97360 1.10702 1.47338 -0.2 -0.4 -0.7
H 1.20531 -0.35347 2.27024 0.4 0.1 -1.6



# 4
12
Properties=species:S:1:pos:R:3:forces:R:3 method="wB97M-V/def2-TZVPD" relative_energy_kcal_mol=144.8 total_charge=0 e_homo_ev="-7.66 / -7.53" energy_ha=-298.6181 homo_lumo_gap_ev="7.989 / 7.689" lumo_ev="0.33 / 0.15"
N 0.34590 -1.43124 -1.28807 -0.3 -0.3 -0.2
N -1.67718 0.59484 0.66320 0.1 0.0 -0.1
C 0.97557 0.13834 -0.59410 -0.2 0.7 0.4
C 1.41093 0.35665 0.65985 -0.2 -0.1 -0.3
N -0.42286 -0.40667 -0.84234 0.5 -0.1 0.6
N -1.36702 -0.55972 0.00374 0.2 0.1 -0.3
H 0.19019 -2.23396 -0.66154 -0.1 0.1 0.0
H -2.62718 0.56233 1.00188 0.1 0.0 -0.1
H -1.42785 1.46307 0.19986 0.0 -0.1 0.0
H 1.40366 0.58670 -1.47562 0.0 -0.1 0.0
H 2.29652 0.95691 0.80469 0.1 -0.1 -0.1
H 0.89933 -0.02725 1.52848 -0.1 0.0 0.0



# 5
27
Properties=species:S:1:pos:R:3:forces:R:3 method="wB97M-V/def2-TZVPD" relative_energy_kcal_mol=0.0 total_charge=-3 e_homo_ev=1.13 energy_ha=-1836.9536 homo_lumo_gap_ev=4.118 lumo_ev=5.24
Na 17.61966 -17.28888 7.23552 1.2 -0.2 -0.1
N 18.72002 -16.31556 10.53306 0.9 -0.4 -0.1
O 18.56914 -16.91137 9.43412 -0.7 0.3 0.7
O 19.76315 -15.66539 10.73032 -0.5 0.0 0.0
O 17.87571 -16.42499 11.46502 -0.3 0.0 -0.4
N 21.30486 -17.93157 6.45024 -0.4 -0.2 -0.7
O 21.97806 -17.84352 5.38056 0.4 0.0 0.7
O 20.06045 -17.85637 6.33846 0.5 0.0 0.8
O 21.87128 -18.12694 7.55426 -0.3 0.1 -0.7
N 18.07754 -20.46890 5.58477 0.6 1.5 -2.0
O 18.58680 -19.99138 4.51719 -0.6 -1.1 1.1
O 17.51663 -19.66657 6.36137 -0.2 -0.6 0.5
O 18.11489 -21.69718 5.80058 -0.2 0.0 0.4
N 18.99302 -13.90106 7.11468 0.5 -0.5 -1.1
O 18.52878 -12.73207 7.09565 -0.3 0.0 0.3
O 20.20793 -14.09295 7.20721 -0.5 0.2 0.3
O 18.21460 -14.88240 6.90743 -0.3 0.4 0.3
C 14.85957 -15.10572 6.34393 -0.9 -0.9 0.6
S 14.24713 -16.65263 5.49186 0.6 0.9 0.5
O 15.21817 -17.63115 6.04480 -0.2 -0.2 -0.3
C 12.75019 -16.87967 6.50006 -0.2 0.3 0.0
H 14.19540 -14.24477 6.43557 0.0 0.0 -0.8
H 15.86828 -14.89332 5.99226 0.0 0.1 0.0
H 14.89190 -15.47967 7.37068 0.5 0.0 0.0
H 12.11068 -17.70391 6.18595 0.5 -0.3 -0.2
H 12.10453 -16.00024 6.44457 0.3 0.2 0.2
H 13.16284 -17.07280 7.49021 -0.3 0.1 0.1



# 6
14
Properties=species:S:1:pos:R:3:forces:R:3 method="wB97M-V/def2-TZVPD" relative_energy_kcal_mol=110.7 total_charge=0 e_homo_ev=-9.95 energy_ha=-449.1448 homo_lumo_gap_ev=10.265 lumo_ev=0.31
H 1.06184 -1.62924 -0.85948 -1.8 0.7 -0.2
N 0.34431 -0.84667 -0.75706 3.5 0.4 1.5
C 1.09412 0.03475 -0.09093 -1.7 -0.9 -1.0
N 2.32528 -0.15928 0.40551 4.7 -1.2 0.9
O 0.67667 1.27369 0.22714 -1.9 -0.7 -0.2
N -0.54045 1.58956 -0.52535 0.1 1.5 -1.3
C -1.66214 1.09781 -0.20670 -0.5 -1.4 1.3
N -1.94535 0.17619 0.87506 2.1 -1.4 -1.0
O -2.28735 -1.03312 0.08265 2.5 1.1 -1.5
H 2.84623 -1.13500 0.35418 -1.9 3.0 -0.1
H 3.01113 0.65124 0.66320 -2.3 -2.0 -0.8
H -2.57476 1.20948 -0.88878 1.7 0.4 1.0
H -1.00416 -0.21350 1.22887 -1.7 1.5 0.0
H -1.34537 -1.01590 -0.50831 -2.6 -1.0 1.4



# 7
14
Properties=species:S:1:pos:R:3:forces:R:3 method="wB97M-V/def2-TZVPD" relative_energy_kcal_mol=162.9 total_charge=0 e_homo_ev=-8.16 energy_ha=-449.0616 homo_lumo_gap_ev=9.033 lumo_ev=0.88
C -0.78705 -0.37944 -0.54840 -1.1 0.3 -0.7
C 0.21777 -1.18935 -0.26766 2.3 1.1 1.5
N -1.04731 0.98103 -0.35926 0.3 -0.5 -0.3
N -0.06894 1.46837 1.64860 0.0 -0.3 0.6
N 1.47003 -1.01842 0.32576 0.6 0.7 -0.7
N -0.72096 1.65113 0.73483 0.7 0.7 0.9
O 2.30473 -2.20123 0.41044 -1.4 0.5 0.6
O -1.31513 3.07653 0.27359 1.6 -0.8 -3.2
H -1.59477 -0.80455 -1.13178 0.0 -0.3 0.3
H 0.06291 -2.18066 -0.43356 -0.5 -2.7 -1.1
H -1.44199 1.58502 -1.03944 -0.4 0.2 -0.5
H 1.56869 -0.31376 1.05474 0.2 -0.6 0.1
H 3.23537 -2.00389 0.20249 -0.8 0.8 -0.3
H -1.82852 3.61763 0.80553 -1.5 1.0 2.6



# 8
14
Properties=species:S:1:pos:R:3:forces:R:3 method="wB97M-V/def2-TZVPD" relative_energy_kcal_mol=192.3 total_charge=0 e_homo_ev="-6.90 / -6.78" energy_ha=-449.0148 homo_lumo_gap_ev="7.654 / 7.333" lumo_ev="0.75 / 0.55"
C -0.09752 1.56815 0.09102 -0.8 -3.7 -1.4
C -1.27193 0.85602 -0.11455 -0.9 1.5 1.3
N 1.10557 0.94225 0.03228 -0.4 0.8 -0.2
N 0.57786 -1.19396 0.74231 -1.9 -1.7 2.0
N -1.40312 -0.41350 -0.36216 -0.1 0.0 -0.8
N 1.29545 -0.35656 0.21880 4.1 -0.4 -1.8
O -2.71700 -0.76240 -0.06257 -1.0 -1.6 -0.5
O 2.50053 -0.74896 -0.68889 -1.2 0.9 0.2
H -0.25629 2.51602 0.42364 0.7 2.6 0.9
H -2.11411 1.53972 0.18643 0.1 -1.3 -0.4
H 1.88330 1.56353 -0.07748 1.0 -0.8 0.2
H 0.50865 -2.19599 0.42621 0.4 1.9 -0.4
H -2.84131 -1.69282 -0.40193 0.4 1.6 0.4
H 2.82992 -1.62149 -0.41312 -0.5 0.3 0.5



# 9
14
Properties=species:S:1:pos:R:3:forces:R:3 method="wB97M-V/def2-TZVPD" relative_energy_kcal_mol=108.1 total_charge=0 e_homo_ev=-9.82 energy_ha=-449.1489 homo_lumo_gap_ev=10.172 lumo_ev=0.35
H -0.93377 1.81372 0.81277 -3.0 -3.2 0.2
N -1.80748 1.02973 0.75990 2.6 6.7 1.9
C -1.56244 0.02983 0.11958 1.2 -2.8 -1.7
N -2.63487 -0.83621 -0.15853 3.4 -1.3 -1.9
O -0.27191 -0.40785 -0.30334 -0.2 0.0 -0.9
C 1.00004 0.15126 -0.15105 0.1 0.1 1.2
N 1.52240 1.29243 -0.49636 -2.5 -2.7 0.7
H 0.71271 1.75200 -0.88612 0.1 1.0 -0.5
N 1.77274 -0.84892 0.55045 1.2 -1.4 -4.2
O 3.18799 -0.41595 0.34132 -0.4 -7.3 3.8
H -3.30817 -0.46819 0.55093 -0.3 -1.8 -1.5
H -2.39645 -1.70511 -0.90361 -1.7 3.1 3.5
H 1.70390 -1.73227 -0.20562 0.1 2.5 2.8
H 3.01530 0.34553 -0.03031 -0.5 6.9 -3.3